No. 1
DFT (ωB97M-V with the def2-TZVPD basis set) results for a molecular structure, C58H38FeN6O3.

Energy relative to the best compared isomer or geometry (same formula, charge and spin): 0.0 kcal/mol
Total energy: -110235.75179 eV
HOMO-LUMO gap (spin up / spin down): 5.36 / 5.42 eV
<S²>: 0.783

```
! wB97M-V def2-TZVPD RIJCOSX def2/J DEFGRID3
* xyz -1 2
Fe -0.615 0.737 0.858
C -5.134 -4.522 4.648
C -4.308 -4.882 3.593
C -3.518 -3.926 2.969
C -3.549 -2.601 3.389
C -4.374 -2.248 4.453
C -5.165 -3.202 5.077
C -2.693 -1.579 2.720
C -3.225 -0.823 1.730
C -4.630 -0.876 1.416
C -4.886 0.126 0.565
C -3.615 0.766 0.280
C -3.535 1.828 -0.622
C -4.799 2.397 -1.172
C -5.556 1.715 -2.123
C -6.728 2.259 -2.630
C -7.162 3.504 -2.197
C -6.417 4.197 -1.253
C -5.250 3.645 -0.745
C -2.333 2.368 -1.044
N -1.082 2.074 -0.622
C -0.231 2.871 -1.415
C 1.119 2.918 -1.409
C 1.844 3.864 -2.294
C 2.670 3.401 -3.317
C 3.358 4.291 -4.129
C 3.232 5.659 -3.930
C 2.410 6.129 -2.916
C 1.725 5.238 -2.104
C 1.883 2.066 -0.565
C 3.253 1.803 -0.633
C 3.526 0.853 0.353
C 2.302 0.643 0.961
N 1.299 1.358 0.449
C 1.656 0.407 3.386
C 0.478 -0.444 3.705
C 0.250 -1.300 4.772
C -0.968 -1.918 4.483
C -1.406 -1.373 3.272
N -0.509 -0.457 2.781
C 2.829 0.219 4.348
C 2.659 0.654 5.661
C 3.676 0.513 6.588
C 4.892 -0.051 6.216
C 5.077 -0.462 4.908
C 4.049 -0.329 3.979
C -1.024 3.656 -2.337
C -2.306 3.356 -2.116
N -2.607 0.196 0.975
H -5.752 -5.267 5.134
H -4.277 -5.910 3.253
H -2.871 -4.201 2.145
H -4.390 -1.217 4.783
H -5.806 -2.914 5.901
H -5.329 -1.574 1.848
H -5.834 0.414 0.144
H -5.211 0.748 -2.469
H -7.299 1.711 -3.370
H -8.075 3.932 -2.593
H -6.748 5.168 -0.907
H -4.670 4.179 -0.002
H 2.756 2.335 -3.483
H 3.992 3.913 -4.922
H 3.772 6.354 -4.561
H 2.305 7.195 -2.751
H 1.092 5.601 -1.303
H 3.957 2.269 -1.302
H 4.471 0.408 0.621
H 0.905 -1.472 5.611
H -1.491 -2.657 5.068
H 1.722 1.120 5.936
H 3.524 0.853 7.605
H 5.690 -0.155 6.940
H 6.024 -0.886 4.599
H 4.223 -0.640 2.958
H -0.615 4.317 -3.084
H -3.174 3.711 -2.644
O -2.276 3.829 3.225
C -1.135 4.434 3.620
C -1.250 5.713 4.164
C -0.127 6.396 4.592
C 1.131 5.814 4.489
C 1.243 4.538 3.966
C 0.129 3.827 3.530
C 0.300 2.441 2.965
O -0.630 2.161 2.093
N 1.330 1.802 3.411
N 2.024 -0.198 2.031
C 1.970 -1.490 1.862
C 1.720 -2.164 0.634
C 2.344 -3.422 0.463
C 2.214 -4.149 -0.686
C 1.398 -3.631 -1.712
C 0.703 -2.467 -1.553
C 0.771 -1.700 -0.348
O -0.067 -0.749 -0.209
H -2.007 3.055 2.685
H -2.237 6.152 4.227
H -0.234 7.395 4.999
H 2.013 6.349 4.815
H 2.204 4.047 3.890
H 2.093 -2.090 2.761
H 2.972 -3.786 1.269
H 2.718 -5.098 -0.805
H 1.299 -4.181 -2.642
H 0.038 -2.095 -2.321
*
```

---

No. 2
DFT (ωB97M-V with the def2-TZVPD basis set) results for a molecular structure, C58H40BiF5N3O2P2S2.

Energy relative to the best compared isomer or geometry (same formula, charge and spin): 78.9 kcal/mol
Total energy: -129026.68721 eV
HOMO-LUMO gap: 7.24 eV

```
! wB97M-V def2-TZVPD RIJCOSX def2/J DEFGRID3
* xyz 1 1
Bi 13.312 12.615 14.400
S 14.305 13.820 16.428
C 12.674 13.923 16.966
N 11.681 13.383 16.296
C 10.694 13.023 17.205
C 9.518 12.299 16.899
C 8.531 12.275 17.869
C 8.597 13.023 19.056
C 9.689 13.857 19.324
C 10.777 13.755 18.460
S 12.350 14.497 18.670
H 9.339 11.792 15.949
H 7.657 11.633 17.675
H 7.691 13.159 19.712
H 9.795 14.484 20.182
C 13.202 13.395 7.357
C 14.174 14.145 8.323
C 15.182 14.945 7.356
C 14.931 13.127 9.168
C 15.540 12.019 8.539
C 16.318 11.085 9.194
C 16.319 11.128 10.617
C 15.561 12.150 11.339
P 15.811 12.522 13.100
C 17.138 13.772 13.161
C 18.376 13.420 12.611
C 19.425 14.324 12.669
C 19.228 15.608 13.120
C 17.960 15.948 13.645
C 16.951 15.026 13.760
C 16.211 10.838 13.768
C 17.231 10.767 14.652
C 17.460 9.486 15.162
C 16.974 8.333 14.577
C 16.039 8.437 13.524
C 15.635 9.678 13.161
C 14.911 13.153 10.600
O 14.360 14.138 11.307
C 13.468 14.962 10.613
C 12.799 15.843 11.499
C 12.246 16.975 10.935
C 12.147 17.141 9.509
C 12.772 16.253 8.691
C 13.444 15.105 9.242
P 12.298 15.216 13.141
C 10.457 15.186 13.030
C 9.724 16.374 13.016
C 8.383 16.316 12.638
C 7.738 15.136 12.305
C 8.481 13.976 12.468
C 9.804 13.992 12.950
C 12.557 16.691 14.154
C 13.605 17.531 13.809
C 13.743 18.801 14.441
C 12.797 19.169 15.365
C 11.752 18.273 15.821
C 11.705 17.033 15.262
H 13.769 12.856 6.505
H 12.490 14.135 6.921
H 12.576 12.642 7.837
H 15.882 14.202 6.957
H 15.707 15.550 8.060
H 14.569 15.492 6.615
H 15.564 12.162 7.425
H 16.925 10.380 8.697
H 16.837 10.401 11.178
H 18.434 12.485 12.083
H 20.357 13.912 12.281
H 19.987 16.403 13.092
H 17.834 16.974 14.019
H 15.997 15.124 14.279
H 17.792 11.667 14.959
H 18.146 9.489 16.026
H 17.283 7.397 15.000
H 15.759 7.543 12.965
H 14.889 9.810 12.433
H 11.981 17.830 11.559
H 11.745 18.046 9.096
H 12.584 16.335 7.617
H 10.170 17.295 13.313
H 7.859 17.257 12.651
H 6.752 15.218 11.838
H 8.087 12.944 12.146
H 10.366 13.078 13.129
H 14.353 17.201 13.109
H 14.654 19.318 14.290
H 12.765 20.115 15.847
H 11.070 18.570 16.615
H 11.021 16.268 15.584
F 9.955 8.215 18.287
C 11.142 8.632 17.758
C 11.924 9.666 18.280
F 11.732 10.331 19.439
C 13.010 10.144 17.481
F 13.626 11.221 18.029
C 13.142 9.765 16.152
O 13.646 10.525 15.196
C 12.668 8.457 15.923
F 13.174 7.775 14.871
C 11.656 7.944 16.668
F 11.148 6.716 16.365
N 12.665 7.571 8.398
C 12.463 8.208 9.366
C 12.183 9.085 10.448
C 12.084 8.648 11.773
C 11.715 9.609 12.718
N 11.698 10.944 12.427
C 11.972 11.359 11.155
C 12.234 10.466 10.120
H 12.090 7.618 12.108
H 11.369 9.328 13.695
H 11.772 12.401 10.956
H 12.279 10.864 9.121
*
```

---

No. 3
DFT (ωB97M-V with the def2-TZVPD basis set) results for 7 unconnected molecules or ions with the total composition C58H40F5NO15.

SMILES string: CN(C)C(=O)Cc1cccc2c1C(=O)C=C(C(F)(F)c1cccc(C(F)(F)F)c1)C2=O.O=C1C=CC(=O)C=C1.O=C1C=CC(=O)C=C1.O=C1C=CC(=O)C=C1.O=C1C=CC(=O)C=C1.O=C1C=CC(=O)C=C1.O=C1C=CC(=O)C=C1
Total energy: -106578.51019 eV
HOMO-LUMO gap: 7.83 eV

```
! wB97M-V def2-TZVPD RIJCOSX def2/J DEFGRID3
* xyz 0 1
C 3.135 -5.247 -1.265
N 3.596 -4.103 -2.059
C 3.204 -4.227 -3.483
C 3.084 -2.902 -1.528
O 2.106 -2.836 -0.843
C 3.927 -1.699 -1.829
C 3.289 -0.423 -1.388
C 3.848 0.284 -0.324
C 3.285 1.471 0.135
C 2.126 1.976 -0.445
C 1.536 1.266 -1.501
C 2.125 0.093 -1.980
C 1.451 -0.556 -3.111
O 2.020 -1.107 -4.013
C -0.017 -0.452 -3.107
C -0.597 0.648 -2.635
C -2.085 0.849 -2.571
F -2.336 1.309 -1.303
F -2.460 1.854 -3.398
C -2.892 -0.388 -2.847
C -2.972 -0.814 -4.178
C -3.641 -1.993 -4.509
C -4.239 -2.756 -3.508
C -4.181 -2.316 -2.185
C -4.797 -3.136 -1.093
F -5.628 -2.428 -0.318
F -5.504 -4.169 -1.565
F -3.859 -3.647 -0.274
C -3.521 -1.129 -1.840
C 0.283 1.737 -2.124
O 0.001 2.892 -2.231
H 2.220 -5.692 -1.640
H 3.897 -6.017 -1.319
H 3.004 -4.997 -0.224
H 2.278 -3.712 -3.703
H 3.991 -3.865 -4.132
H 3.072 -5.273 -3.712
H 4.854 -1.837 -1.282
H 4.165 -1.684 -2.884
H 4.731 -0.116 0.142
H 3.741 2.003 0.951
H 1.683 2.883 -0.081
H -0.555 -1.293 -3.508
H -2.504 -0.241 -4.961
H -3.687 -2.334 -5.526
H -4.729 -3.675 -3.767
H -3.496 -0.797 -0.824
O 1.522 2.942 2.708
C 0.401 3.394 2.610
C -0.766 2.496 2.425
C -1.996 2.985 2.302
C -2.247 4.451 2.348
O -3.368 4.900 2.234
C -1.077 5.344 2.534
C 0.152 4.854 2.655
H -0.555 1.434 2.392
H -2.860 2.348 2.163
H -1.283 6.407 2.563
H 1.017 5.489 2.791
O 3.156 -5.553 2.190
C 3.580 -4.764 3.007
C 3.810 -3.340 2.651
C 4.275 -2.475 3.547
C 4.583 -2.898 4.939
O 5.005 -2.107 5.754
C 4.350 -4.322 5.290
C 3.884 -5.190 4.395
H 3.571 -3.055 1.632
H 4.449 -1.432 3.316
H 4.581 -4.606 6.309
H 3.704 -6.233 4.621
O 1.077 -11.610 -0.112
C 1.505 -10.867 0.744
C 1.774 -9.435 0.462
C 2.247 -8.621 1.403
C 2.523 -9.115 2.776
O 2.952 -8.370 3.629
C 2.254 -10.548 3.061
C 1.782 -11.359 2.119
H 1.564 -9.099 -0.545
H 2.452 -7.573 1.228
H 2.464 -10.884 4.069
H 1.577 -12.407 2.301
O -4.858 0.651 -0.029
C -5.891 1.281 -0.164
C -7.167 0.612 -0.519
C -8.288 1.311 -0.675
C -8.312 2.787 -0.500
O -9.336 3.418 -0.640
C -7.034 3.452 -0.147
C -5.914 2.753 0.006
H -7.131 -0.462 -0.643
H -9.231 0.847 -0.934
H -7.069 4.527 -0.026
H -4.975 3.221 0.257
O -5.628 4.095 -2.888
C -4.837 5.004 -3.035
C -3.377 4.785 -2.894
C -2.511 5.784 -3.048
C -2.970 7.157 -3.373
O -2.185 8.070 -3.515
C -4.434 7.375 -3.516
C -5.299 6.378 -3.360
H -3.064 3.783 -2.654
H -1.442 5.643 -2.945
H -4.746 8.385 -3.751
H -6.369 6.513 -3.458
O 2.114 7.324 3.596
C 3.325 7.407 3.618
C 4.135 6.574 4.542
C 5.461 6.665 4.567
C 6.187 7.602 3.671
O 7.395 7.683 3.692
C 5.374 8.435 2.747
C 4.048 8.343 2.723
H 3.584 5.897 5.183
H 6.074 6.068 5.231
H 5.924 9.110 2.104
H 3.434 8.939 2.058
*
```

---

No. 4
DFT (ωB97M-V with the def2-TZVPD basis set) results for a molecular structure, C58H43IN8O3PSZr.

Energy relative to the best compared isomer or geometry (same formula, charge and spin): 167.5 kcal/mol
Total energy: -108405.04232 eV
HOMO-LUMO gap: 6.74 eV

```
! wB97M-V def2-TZVPD RIJCOSX def2/J DEFGRID3
* xyz 1 1
Zr -1.342 1.451 1.592
C -5.174 -0.627 -1.257
C -3.289 -1.692 -1.655
C -2.137 -0.690 -1.703
C -3.006 1.338 -1.205
C -4.390 1.611 -0.671
C -5.384 0.731 -0.712
P -1.912 2.867 -1.002
C -1.916 3.795 -2.552
C -3.046 3.808 -3.370
C -3.024 4.500 -4.571
C -1.879 5.186 -4.956
C -0.754 5.178 -4.143
C -0.769 4.479 -2.944
C -2.791 3.855 0.242
C -3.484 5.043 0.034
C -4.068 5.682 1.119
C -3.968 5.127 2.391
C -3.270 3.943 2.587
C -2.647 3.284 1.524
H -6.113 -1.130 -1.479
H -3.079 -2.699 -2.006
H -1.186 -1.047 -2.084
H -4.597 2.583 -0.248
H -6.357 1.009 -0.325
H -3.940 3.274 -3.066
H -3.901 4.509 -5.205
H -1.863 5.725 -5.894
H 0.139 5.709 -4.447
H 0.117 4.442 -2.322
H -3.564 5.463 -0.962
H -4.605 6.611 0.976
H -4.433 5.627 3.231
H -3.205 3.535 3.592
C 6.883 -8.967 -4.287
O 6.928 -8.242 -3.069
C 6.181 -7.121 -2.973
C 6.255 -6.444 -1.753
C 5.528 -5.294 -1.553
C 4.707 -4.785 -2.564
C 4.647 -5.460 -3.775
C 5.374 -6.623 -3.990
C 3.943 -3.563 -2.309
N 4.102 -2.771 -1.274
C 3.165 -1.784 -1.430
C 2.431 -1.974 -2.571
N 2.941 -3.118 -3.135
C 1.440 -1.053 -3.018
C 0.799 -1.128 -4.262
C -0.059 -0.128 -4.632
C -0.277 0.926 -3.738
N 0.275 1.002 -2.544
C 1.136 0.037 -2.169
C 1.837 0.191 -0.887
N 1.477 1.195 -0.052
C 2.278 1.468 0.960
C 3.447 0.760 1.253
C 3.738 -0.351 0.511
C 2.918 -0.660 -0.581
H 7.539 -9.821 -4.152
H 7.245 -8.361 -5.121
H 5.871 -9.318 -4.500
H 6.891 -6.849 -0.978
H 5.579 -4.768 -0.609
H 4.043 -5.083 -4.592
H 5.307 -7.121 -4.945
H 2.613 -3.588 -3.959
H 1.005 -1.953 -4.934
H -0.552 -0.135 -5.595
H -0.933 1.743 -4.018
H 1.986 2.292 1.598
H 4.081 1.078 2.070
H 4.591 -0.983 0.720
I -4.469 0.365 3.469
C -4.528 -1.147 2.043
C -5.362 -2.186 2.157
C -5.453 -3.166 1.080
C -4.922 -2.906 -0.115
C -4.223 -1.615 -0.405
C -4.182 -0.690 -2.434
C -3.019 0.357 -2.441
C -2.085 0.233 -0.488
C -2.630 -0.140 0.842
C -3.695 -0.956 0.854
H -5.982 -2.309 3.034
H -5.992 -4.086 1.261
H -5.035 -3.609 -0.933
H -4.604 -0.904 -3.413
H -2.771 0.778 -3.411
H -1.039 0.633 -0.494
N 4.015 0.051 7.807
C 3.017 -0.009 6.875
C 3.299 0.175 5.513
C 2.283 0.151 4.582
C 0.976 -0.063 4.996
C 0.675 -0.253 6.343
C 1.687 -0.225 7.273
S -0.328 -0.052 3.859
O -1.272 -1.077 4.151
O 0.256 -0.050 2.479
N -1.064 1.399 3.848
C -0.217 2.500 3.993
N 0.051 3.093 2.820
C 0.777 4.212 2.833
C 1.271 4.713 4.017
C 0.960 4.005 5.174
N 0.211 2.909 5.178
H 4.969 -0.019 7.500
H 3.831 -0.290 8.733
H 4.323 0.328 5.195
H 2.495 0.275 3.530
H -0.348 -0.423 6.652
H 1.461 -0.371 8.322
H 0.953 4.691 1.877
H 1.865 5.613 4.049
H 1.319 4.342 6.140
*
```